# 1
{"formula": "C5H9P", "method": "ωB97M-V/def2-TZVPD", "species": ["H", "H", "H", "C", "H", "C", "H", "C", "C", "H", "P", "H", "H", "C", "H"], "coordinates": [[-0.84, 2.68, -0.44], [-1.14, -1.01, -0.93], [-1.31, -2.71, -0.38], [1.31, -0.33, 0.03], [2.01, -0.41, 2.26], [-1.22, -1.66, -0.11], [-1.78, -1.23, 0.79], [2.37, -1.36, 0.29], [-0.08, 2.21, 0.17], [2.83, -2.20, -0.27], [1.15, 1.25, -0.84], [-0.34, 1.56, 1.04], [0.51, 3.04, 0.62], [1.94, -0.58, 1.25], [0.47, 0.75, -1.99]]}

=====

# 2
{"formula": "C26H28AuCl5O3S3", "method": "ωB97M-V/def2-TZVPD", "charge": 2, "species": ["H", "C", "Cl", "H", "H", "C", "H", "H", "C", "O", "Cl", "C", "H", "H", "H", "C", "C", "H", "C", "C", "C", "C", "O", "C", "C", "C", "C", "Au", "S", "C", "H", "C", "C", "C", "H", "H", "Cl", "C", "H", "C", "H", "H", "H", "C", "C", "H", "S", "H", "C", "H", "H", "H", "H", "C", "S", "C", "O", "C", "H", "H", "Cl", "H", "H", "H", "Cl", "H"], "coordinates": [[-0.20, 2.30, -0.13], [-1.01, -1.87, 2.38], [-2.68, -3.62, 1.35], [-3.79, 2.71, -2.65], [0.96, 6.01, 1.68], [-3.78, 1.96, -0.64], [3.07, -4.99, -1.12], [-3.56, 0.06, 2.34], [-3.19, 2.06, -2.03], [0.77, 0.07, -0.08], [-3.89, -3.93, 4.26], [2.50, 1.02, -2.17], [2.70, -0.66, -3.53], [-3.15, 1.07, -2.48], [1.64, 1.68, -2.03], [1.18, -3.11, -3.17], [0.25, 4.24, 0.70], [3.17, 1.51, -2.88], [-2.57, 1.84, 3.09], [-1.99, -2.16, 5.01], [2.05, -0.34, -2.72], [2.70, -4.55, -2.03], [-2.56, -0.29, 0.00], [2.81, -4.32, -4.43], [-3.43, 1.11, 2.08], [3.28, -4.88, -3.25], [-0.44, -1.17, 3.43], [-0.74, -1.73, 0.37], [-2.55, 1.13, 0.46], [2.54, 3.02, 1.72], [-2.35, 2.85, 2.74], [0.49, 2.90, 0.44], [1.64, 2.32, 0.93], [1.63, -3.67, -1.99], [2.15, -1.08, -1.92], [-1.62, 1.32, 3.23], [-0.17, -0.43, 6.02], [3.21, 0.86, -0.84], [3.25, -4.60, -5.38], [2.29, 4.36, 1.99], [-4.71, 1.39, -0.62], [-4.40, 1.59, 1.96], [3.87, 0.00, -0.84], [1.15, 4.97, 1.47], [1.74, -3.44, -4.40], [-2.19, 2.48, -1.97], [2.02, 0.59, 0.57], [1.16, -3.42, -1.05], [0.60, -0.32, -3.18], [1.35, -3.03, -5.31], [2.97, 4.92, 2.61], [-0.62, 4.73, 0.29], [0.49, 0.07, -4.18], [-2.57, -2.89, 3.97], [-0.24, -1.98, -3.13], [-2.05, -2.74, 2.68], [-0.76, -2.09, -1.73], [-0.91, -1.31, 4.75], [4.10, -5.58, -3.28], [3.42, 2.54, 2.11], [-2.61, -2.28, 6.60], [-3.08, 1.91, 4.05], [-3.93, 2.94, -0.20], [-0.01, 0.26, -2.48], [0.84, -0.07, 3.15], [3.79, 1.74, -0.56]]}

=====

# 3
{"formula": "C25H29ClF6N3O2SiTi", "method": "ωB97M-V/def2-TZVPD", "charge": 1, "species": ["H", "C", "F", "H", "H", "H", "H", "F", "H", "C", "N", "C", "H", "C", "H", "C", "C", "H", "C", "F", "H", "H", "N", "O", "C", "C", "H", "O", "H", "H", "H", "C", "C", "H", "F", "C", "C", "H", "H", "C", "Ti", "C", "F", "C", "Si", "H", "C", "C", "H", "C", "Cl", "H", "C", "H", "H", "H", "F", "C", "C", "H", "H", "C", "H", "C", "H", "N", "H", "C"], "coordinates": [[-2.94, 1.54, 0.19], [-3.50, -3.63, -0.88], [-0.77, 1.75, 0.94], [4.23, 2.48, -2.84], [-3.20, -6.29, -0.50], [-0.26, -3.68, 1.30], [-1.21, -2.04, -0.87], [1.14, 0.56, -2.72], [-5.18, 0.52, 0.33], [1.49, 4.43, 0.20], [-1.97, -0.20, -0.35], [1.92, -1.13, 1.76], [-1.22, 0.01, 4.50], [-0.23, 3.05, 0.99], [4.65, -0.09, -0.55], [-4.46, -1.44, -0.24], [0.94, 3.15, 0.28], [-1.09, -7.21, -1.04], [3.51, 2.96, -2.18], [0.29, -1.12, -4.84], [3.81, -0.10, -2.11], [-2.72, -5.96, -2.18], [1.40, 1.97, -0.34], [-4.60, -4.07, -1.15], [1.27, -0.87, -2.76], [-3.07, 0.49, -0.01], [2.39, 4.61, -0.37], [-1.15, -6.27, -0.85], [2.95, -0.87, 1.60], [1.46, 0.72, 2.76], [2.10, -3.07, 0.85], [-2.45, -5.81, -1.13], [4.05, 2.42, 0.85], [-1.48, -4.04, -0.58], [0.55, -0.96, -1.24], [0.12, -2.71, 1.60], [-0.31, 5.31, 1.57], [3.90, 1.69, 1.65], [1.29, 6.48, 0.77], [0.02, -1.29, -3.55], [-0.01, 0.86, -0.83], [1.07, -0.24, 2.41], [-0.25, -2.57, -3.31], [-4.32, -0.09, 0.06], [3.21, 1.86, -0.71], [2.99, -0.65, -0.66], [3.69, 0.09, -1.04], [0.86, 5.49, 0.85], [-0.76, 1.36, 3.49], [1.44, -2.37, 1.35], [-1.13, 2.32, -2.00], [3.74, 3.40, 1.22], [-1.15, 0.35, 3.47], [-1.75, -2.10, 2.46], [-2.16, 0.36, 3.06], [2.60, 3.13, -2.75], [-1.10, -0.58, -3.27], [-0.90, 4.05, 1.65], [-2.11, -1.51, -0.62], [5.13, 2.47, 0.66], [-5.42, -1.94, -0.22], [-0.25, -0.57, 2.68], [3.92, 3.93, -1.90], [-0.72, -1.81, 2.25], [-0.79, 6.15, 2.06], [-2.39, -4.40, -0.84], [-1.82, 3.86, 2.18], [-3.33, -2.17, -0.57]]}

=====

Total energy
In order: -14612.4913 -132349.6162 -94778.0150
Unit: eV